Record 1
This record from OMol25 describes 5 unconnected molecules or ions with the total composition C34H68N5O10. The level of theory is the ωB97M-V functional and the def2-TZVPD basis.

Geometry as XYZ:
```
117
C34H68N5O10 | OMol25 | the ωB97M-V functional and the def2-TZVPD basis
O -0.34424 6.94822 -6.05355
O -4.52469 -0.65705 -0.43737
O 1.24625 5.54954 -5.38545
O 1.94697 0.22230 -3.82517
O 4.02971 -0.47597 -2.22813
O 0.85594 -4.90306 5.65624
O 1.65142 -5.71771 7.55154
O -3.59626 -0.49907 7.46607
O -2.04967 -1.90795 8.17932
O -5.66929 -2.49830 -0.00432
N 0.71340 2.06205 -0.99787
N -0.83155 -1.37290 3.05905
N -0.67669 0.22510 -0.50760
N 0.72302 1.29093 -2.13789
N -0.34625 1.83439 1.25761
C 0.76208 6.49456 -6.22407
C -1.20550 0.94993 2.08915
C 1.86556 -5.36690 6.41766
C 1.09451 -5.33061 3.27526
C 1.02530 -4.28703 4.37152
C 1.44389 1.50047 -3.41075
C -3.28858 -2.39055 0.58521
C -0.84103 -2.66336 7.99664
C -0.62917 -1.03428 -2.67163
C 0.23645 3.06707 1.83818
C -0.13880 0.20569 -1.82761
C -2.64927 3.96391 -2.84643
C -0.09714 1.44230 0.00604
C -2.15078 -0.91523 -3.19862
C -2.79327 0.53402 -3.02471
C 5.07503 -1.24946 -1.56985
C 1.65481 7.03178 -7.30783
C 2.45808 4.81760 -5.60704
C 0.35660 -1.90657 8.53308
C 3.65985 5.58702 -5.09753
C 3.21723 0.33135 -4.50353
C -4.52933 -1.79020 -0.01519
C -2.22871 1.63068 -4.03789
C -3.11405 2.98422 -4.03768
C -5.74766 -3.90037 0.29576
C -1.63841 5.10922 -3.32572
C -0.27621 -0.28128 2.58466
C 3.23032 -5.52339 5.80611
C 1.31126 -0.26290 2.55848
C -2.49340 -0.96913 7.32714
C 4.78151 -2.83223 -1.61255
C -1.56589 -0.45211 6.26215
C 4.44800 -0.17388 -3.57443
C -5.83423 -4.13276 1.79039
H -2.82386 3.52085 -5.01058
H 1.03511 7.28291 -8.17013
H 3.85628 -3.05306 -2.24142
H 1.16835 -4.85452 2.29506
H 3.34364 -6.54493 5.44046
H -2.16016 -0.19863 5.38209
H -6.68562 -3.59320 2.21058
H 1.15925 3.38297 1.23762
H 3.17703 -0.42339 -5.36646
H 1.88615 -3.61391 4.36874
H 2.39755 6.31985 -7.66207
H -2.21824 -1.28997 -4.26471
H -2.12566 3.37182 -2.02900
H 4.85981 -1.15306 -4.01233
H 0.14433 -3.66130 4.21409
H 0.20375 -5.96232 3.29474
H -0.85155 4.75886 -4.06258
H 1.20155 2.94606 -0.84787
H -4.94334 -3.76857 2.30693
H 1.26348 -2.50781 8.44118
H -3.25000 -3.47623 0.52857
H -1.85849 -1.28475 3.04856
H -2.14909 0.60035 1.57018
H -2.16779 1.28809 -5.11693
H 3.41189 1.33970 -4.98466
H 0.59032 2.88289 2.91177
H 3.78476 6.53366 -5.62636
H -2.75578 0.92610 -1.96019
H -5.94839 -5.19635 2.00818
H -1.10185 5.50188 -2.39246
H 5.17041 -0.97852 -0.46447
H 4.57295 5.00043 -5.22007
H 6.10018 -1.08498 -2.03011
H 2.15181 7.93379 -6.94782
H 3.43711 -4.82037 5.00178
H -2.42395 -2.02412 0.02698
H -0.82534 -1.17762 5.93183
H 5.26612 0.61119 -3.63680
H -3.20581 -2.07289 1.62465
H 2.35802 2.17594 -3.25110
H 0.82318 1.96081 -4.24034
H 0.51034 -0.96531 7.99959
H -0.48382 3.95638 1.82435
H -0.60844 -1.93118 -1.95901
H -1.18741 1.93689 -3.70409
H 4.55654 -3.26188 -0.57487
H 1.72831 -0.04944 3.59180
H -2.78739 -1.62951 -2.56844
H 3.97698 -5.33356 6.57910
H 0.02893 -1.30549 -3.55031
H 0.20649 -1.65251 9.58458
H -6.66302 -4.26144 -0.17691
H -1.06502 0.44547 6.62864
H 5.65027 -3.43615 -2.03442
H 1.63768 -1.29264 2.18934
H -0.96706 -3.58462 8.56807
H -2.18789 6.01785 -3.75463
H 3.53576 5.83011 -4.03973
H 1.76442 0.49136 1.84526
H -0.71822 -2.96247 6.95332
H -3.58601 4.45783 -2.42337
H -4.92424 -4.44734 -0.16923
H -4.22774 2.77947 -4.03914
H 2.55592 4.52952 -6.65606
H -3.90885 0.41776 -3.27329
H 2.36043 3.88860 -5.03967
H 1.95378 -5.99251 3.40299
H -1.54594 1.46909 3.05373
```

For the LUMO energy, the calculation gives -2.595 eV. The value obtained for the HOMO energy is -11.560 eV. Its charge is +1.



Record 2
This record from OMol25 describes 2 unconnected molecules or ions with the total composition C6H13NO3. The level of theory is the ωB97M-V functional and the def2-TZVPD basis.

Geometry as XYZ:
```
23
C6H13NO3 | OMol25 | the ωB97M-V functional and the def2-TZVPD basis
O -4.51422 -0.91131 -0.43327
O -1.46848 1.44936 0.91488
O -3.92190 1.12035 0.13136
N 0.51596 0.08490 0.02345
C -3.66438 -0.17463 -0.13232
C -1.36860 0.22293 0.80442
C 1.03343 1.38973 0.25831
C 1.14652 -1.07045 0.72356
C -2.15447 -0.52446 -0.26361
C 0.62459 -0.22532 -1.43575
H -0.04586 -1.05853 -1.51566
H 1.72500 1.82041 -0.50915
H 2.12171 -1.45459 0.20453
H 1.35682 1.59084 1.26981
H -1.97875 -0.09136 -1.28144
H 0.36484 0.60083 -2.13687
H 0.42626 -1.91947 0.65656
H 0.20096 2.18045 0.00080
H -1.94832 -1.64368 -0.34194
H 1.69918 -0.47068 -1.72113
H 1.31015 -0.84863 1.75883
H -3.05841 1.55496 0.54785
H -1.17050 -0.33770 1.66567
```

For the LUMO energy, the calculation gives 0.439 eV. The value obtained for the HOMO energy is -9.638 eV. The value obtained for the energy above the lowest of the compared OMol25 structures with the same formula, charge and spin is 71.2 kcal per mole. As for the SMILES: O=CCC(=O)O.CN(C)C.



Record 3
This record from OMol25 describes 2 unconnected molecules or ions with the total composition C3H9N2. The level of theory is the ωB97M-V functional and the def2-TZVPD basis.

Geometry as XYZ:
```
14
C3H9N2 | OMol25 | the ωB97M-V functional and the def2-TZVPD basis
N 0.32580 1.46656 0.55303
N 0.56997 -1.37557 -0.05787
C -1.74614 -0.66714 -0.29624
C 1.40886 1.89385 0.01402
C -0.79377 -1.65853 -0.24358
H -0.21295 0.82582 -0.04305
H -2.40125 -0.43080 -1.11009
H 0.94320 -2.18364 0.43232
H -1.86057 -0.05198 0.59274
H 1.27369 -1.05547 -0.69940
H -0.08756 1.65427 1.46167
H 1.59646 1.79065 -1.05262
H -0.94702 -2.74299 -0.27537
H 1.93129 2.53496 0.72442
```

For the LUMO energy, the calculation gives -5.425 eV. The value obtained for the HOMO energy is -11.940 eV. Its charge is +1. The value obtained for the energy above the lowest of the compared OMol25 structures with the same formula, charge and spin is 106.1 kcal per mole.



Record 4
This record from OMol25 describes 2 unconnected molecules or ions with the total composition C3H8INO. The level of theory is the ωB97M-V functional and the def2-TZVPD basis.

Geometry as XYZ:
```
14
C3H8INO | OMol25 | the ωB97M-V functional and the def2-TZVPD basis
I -2.70896 -3.49302 -2.51657
O 0.79318 -0.70704 0.07170
N 0.47082 -1.17560 -1.28220
C 0.23068 0.51182 0.30577
C -0.53194 1.21627 -0.49841
C 0.85872 0.96996 1.60810
H -1.05084 0.76064 -1.34778
H -1.04614 2.09942 -0.07565
H 0.34800 -2.20559 -1.11945
H 0.94468 0.22594 2.38901
H 1.27001 -1.08647 -1.84672
H 0.34944 1.82491 1.85691
H 2.01607 1.16600 1.51697
H -1.35565 -4.31331 -2.87597
```

For the LUMO energy, the calculation gives 0.460 eV. The value obtained for the HOMO energy is -8.793 eV. The value obtained for the energy above the lowest of the compared OMol25 structures with the same formula, charge and spin is 64.3 kcal per mole. As for the SMILES: C=C(C)ON.I.



Record 5
This record from OMol25 describes 2 unconnected molecules or ions with the total composition C53H68BrN5O4. The level of theory is the ωB97M-V functional and the def2-TZVPD basis.

Geometry as XYZ:
```
131
C53H68BrN5O4 | OMol25 | the ωB97M-V functional and the def2-TZVPD basis
Br -3.91242 0.50089 -4.53269
O 0.39625 2.15864 -2.79596
O -1.41743 2.42194 -4.04991
O 3.20228 -0.48069 -4.45062
O 2.50696 -1.32337 -6.43113
N -1.58384 -1.48360 1.89485
N 0.99413 -0.96949 -4.68750
N -0.56277 1.69633 -3.50920
N -1.00953 -0.28278 2.13409
N -1.46749 -1.70357 0.56423
C -0.49370 0.03767 3.45057
C 3.58576 5.42377 1.07447
C -1.39473 -1.03274 -7.55790
C 0.56055 -3.77388 0.28053
C 0.51255 -2.31712 3.67702
C -0.71287 -0.68130 -0.03790
C -3.22458 1.70328 4.09023
C -3.22899 -3.24456 -0.19767
C -2.64331 -5.51379 -0.82806
C -0.47088 2.72563 0.32650
C 1.67081 3.88537 0.40803
C 0.99070 -0.42012 5.29298
C -4.33466 -2.22260 0.07505
C 2.48874 5.12170 0.04912
C -1.29816 -5.24785 -0.58525
C 1.08259 -4.88971 1.18751
C -3.60079 -4.52598 -0.59508
C -0.20944 -1.31186 -6.85828
C -0.56226 0.27414 0.93462
C -4.12363 -0.85971 -0.58137
C 0.34055 -0.86746 4.13465
C 0.31984 3.84005 0.06298
C -1.86845 -2.98327 0.02105
C -0.74160 1.32082 3.97057
C -1.91050 2.13795 3.44694
C 2.26880 0.30683 1.60549
C 2.86007 -0.48704 0.44177
C 2.25720 2.76401 0.99617
C -0.16319 -0.99966 -5.51357
C 4.44612 -0.30773 -5.20618
C -1.97854 2.78556 0.10513
C 0.16096 1.54107 0.83172
C 3.07821 4.97218 -1.35926
C 0.87402 0.90046 5.71653
C 2.25734 -0.97004 -5.28697
C -2.49677 -0.47189 -6.88293
C 5.47879 0.28015 -4.29433
C 1.54573 1.57566 1.15158
C -2.55662 4.20343 0.13944
C 3.30688 0.56550 2.69981
C -4.60215 -2.08482 1.57470
C -1.20402 -0.28637 -4.86902
C 1.83755 -2.93625 4.12003
C -2.48013 2.09142 -1.14646
C -0.89990 -3.99354 -0.11782
C -0.69145 -3.13375 4.12447
C -0.22394 -0.64214 -1.36272
C -2.42007 -0.12499 -5.52974
C -0.57624 0.31113 -3.68368
C -1.69059 3.64271 3.57341
C 0.68786 -0.29127 -3.47927
C 0.00930 1.76924 5.05911
C 1.46715 -3.58813 -0.92912
H 0.56463 -2.84149 0.86419
H -2.43461 2.22491 0.93536
H 1.84430 -3.09268 5.20775
H -5.23686 -2.65532 -0.37857
H 2.09850 -0.67476 -0.32698
H -3.64764 4.14012 0.25270
H 2.30188 4.69072 -2.08086
H 2.08097 -4.62709 1.56021
H -0.55625 -4.20088 3.92108
H 5.16591 1.24151 -3.88240
H 3.84597 4.18773 -1.36632
H 1.43178 1.24190 6.58722
H -3.57056 1.95598 -1.09801
H 1.49051 -0.32664 2.05738
H 4.75194 -1.28253 -5.59938
H 0.41544 -5.03452 2.04847
H -0.10879 2.79404 5.40875
H -4.66114 -4.75547 -0.72561
H 1.15463 -5.84203 0.64479
H -4.07479 2.21021 3.61683
H 0.51341 -2.30616 2.57523
H 4.24213 0.36343 -6.04754
H -3.20638 1.95390 5.15988
H -0.73576 3.93976 3.11799
H 1.14455 -2.73167 -1.52935
H -2.02322 1.10102 -1.26222
H 3.69264 0.05964 -0.03075
H 4.02423 6.40912 0.88758
H -1.46002 -1.24038 -8.62484
H 2.88636 1.21473 3.47876
H 2.68912 -2.29985 3.84350
H 1.44686 -4.48317 -1.56684
H 0.66564 -1.72449 -7.34853
H -2.25376 2.67831 -2.04531
H -0.12826 4.71415 -0.42289
H -0.86380 -2.98256 5.19830
H -5.04315 -0.26320 -0.51990
H -2.95136 -6.50299 -1.17014
H -3.36304 0.61955 3.98997
H -1.57064 -2.78234 3.57636
H 1.60929 -1.11060 5.86822
H 3.60590 -0.38051 3.17146
H -3.33809 -0.30612 -0.05723
H 4.38456 4.67761 1.01014
H 3.18059 5.42090 2.09194
H -2.49630 4.19232 3.07175
H -4.89927 -3.04848 2.00184
H 1.78749 5.96761 0.02841
H 3.24006 -1.45934 0.79183
H -5.39407 -1.35074 1.75722
H -1.68759 3.93274 4.63277
H -2.15673 4.78955 0.97492
H -3.42276 -0.26865 -7.40783
H 4.20966 1.04038 2.28958
H 3.53847 5.90952 -1.68960
H 2.50101 -3.40767 -0.60894
H -1.97208 1.89869 2.38051
H 1.55655 0.13624 -2.99363
H 3.30999 2.79366 1.29576
H 0.28797 0.30712 -1.55816
H -3.69578 -1.75867 2.09630
H -0.51095 -1.47224 -2.01867
H 5.73888 -0.39059 -3.47113
H -0.54494 -6.02633 -0.72762
H 1.98471 -3.91124 3.63951
H -3.84834 -0.94691 -1.63938
H -2.34109 4.72994 -0.80138
H 6.37941 0.44682 -4.89024
```

For the LUMO energy, the calculation gives -0.554 eV. The value obtained for the HOMO energy is -6.417 eV. The value obtained for the energy above the lowest of the compared OMol25 structures with the same formula, charge and spin is 35.3 kcal per mole.



Record 6
This record from OMol25 describes 3 unconnected molecules or ions with the total composition C5H15NO2. The level of theory is the ωB97M-V functional and the def2-TZVPD basis.

Geometry as XYZ:
```
23
C5H15NO2 | OMol25 | the ωB97M-V functional and the def2-TZVPD basis
O 0.15517 -3.11602 -0.18641
O 0.87941 2.98768 -0.48858
N 0.94772 -0.28682 -1.30574
C -0.29053 0.07015 2.91468
C -0.25913 0.22658 -0.89894
C -1.31352 0.41241 -1.95064
C -0.66498 0.13315 0.45060
C 0.20570 -0.34919 1.54814
H 0.33536 2.20076 -0.39025
H 1.23546 -0.03673 1.37616
H -0.44818 1.15141 2.91727
H -1.99168 1.10844 -1.44105
H 1.66673 -0.02729 -0.62741
H -1.04517 1.08428 -2.76753
H 1.17837 0.20654 -2.16986
H 0.40962 -0.17503 3.71027
H -1.23891 -0.39305 3.17823
H 0.30186 -2.49607 -0.89055
H 1.19749 3.12635 0.39152
H -1.57967 0.63699 0.74284
H 0.19150 -3.96868 -0.62620
H -1.73722 -0.47079 -2.42377
H 0.36112 -1.44097 1.38048
```

The spin multiplicity is 2. For the LUMO energy (alpha / beta), the calculation gives -4.286 / -7.607 eV. The value obtained for the HOMO energy (alpha / beta) is -14.733 / -15.286 eV. Its charge is +1. The value obtained for the energy above the lowest of the compared OMol25 structures with the same formula, charge and spin is 26.6 kcal per mole.



| no. | largest force on an atom (eV Å⁻¹) |
| --- | --- |
| 1 | 6.09 |
| 2 | 3.84 |
| 3 | 3.47 |
| 4 | 3.42 |
| 5 | 4.29 |
| 6 | 3.45 |